Record 1
134
Properties=species:S:1:pos:R:3 method="wB97M-V/def2-TZVPD" smiles=CCCCCCCCCCCC[C@@H](O[C@H](CCOCC)P(O)Cl)[C@@H](N(F)CCCCCN)P(O)Cl.COCCNCCOC.COCCNCCOC lumo_energy_ev=0.30 de_lowest_kj_mol=0.0 energy_ev=-107323.087 gap_ev=8.9
C 11.63 -4.59 4.15
C 11.68 -3.67 2.92
C 10.53 -2.65 2.84
C 10.24 -2.15 1.41
C 10.28 -0.62 1.23
C 8.89 0.01 1.04
C 8.28 -0.33 -0.33
C 6.76 -0.39 -0.36
C 6.06 0.78 0.36
C 4.66 1.08 -0.20
C 3.60 0.07 0.28
C 2.53 -0.16 -0.79
C 1.41 -1.13 -0.43
O 1.95 -2.13 0.44
C 1.70 -3.48 0.06
C 2.28 -3.80 -1.32
C 2.91 -5.17 -1.47
O 1.99 -6.21 -1.26
C 2.49 -7.30 -0.50
C 1.48 -8.43 -0.53
P -0.14 -3.83 0.35
O -0.68 -4.54 -1.01
Cl 0.06 -5.48 1.54
C 0.18 -0.46 0.22
N 0.52 0.75 0.94
F 0.01 1.86 0.16
C -0.11 0.85 2.25
C -1.58 0.42 2.31
C -2.33 1.00 3.50
C -3.83 0.72 3.42
C -4.16 -0.75 3.16
N -5.59 -1.01 3.31
P -1.23 -0.13 -1.00
O -1.65 -1.71 -1.25
Cl -0.17 0.10 -2.73
H 11.90 -5.62 3.89
H 10.62 -4.61 4.59
H 12.33 -4.27 4.93
H 11.66 -4.29 2.01
H 12.63 -3.13 2.92
H 10.78 -1.79 3.46
H 9.64 -3.11 3.27
H 9.26 -2.52 1.10
H 10.97 -2.60 0.73
H 10.89 -0.36 0.36
H 10.75 -0.17 2.11
H 8.97 1.10 1.14
H 8.23 -0.34 1.84
H 8.61 0.43 -1.06
H 8.69 -1.28 -0.68
H 6.42 -0.39 -1.40
H 6.44 -1.34 0.09
H 5.97 0.55 1.43
H 6.68 1.68 0.27
H 4.71 1.06 -1.29
H 4.36 2.09 0.10
H 3.13 0.45 1.18
H 4.09 -0.88 0.50
H 3.04 -0.56 -1.68
H 2.11 0.81 -1.10
H 1.08 -1.63 -1.35
H 2.23 -4.09 0.81
H 3.08 -3.07 -1.49
H 1.53 -3.66 -2.11
H 3.32 -5.26 -2.48
H 3.76 -5.27 -0.77
H 2.67 -6.96 0.53
H 3.45 -7.62 -0.91
H 1.98 -9.40 -0.47
H 0.92 -8.38 -1.46
H 0.76 -8.35 0.29
H -1.09 -3.87 -1.56
H -0.21 -1.19 0.94
H 0.52 0.25 2.92
H -0.01 1.89 2.56
H -2.08 0.67 1.37
H -1.62 -0.68 2.40
H -1.93 0.56 4.42
H -2.15 2.08 3.57
H -4.29 1.32 2.63
H -4.30 1.00 4.37
H -3.83 -1.03 2.15
H -3.61 -1.37 3.87
H -5.94 -1.60 2.56
H -6.11 -0.15 3.26
H -2.02 -2.09 -0.44
C -7.29 3.81 3.17
O -6.58 3.48 2.00
C -7.36 3.50 0.80
C -7.01 4.70 -0.05
N -7.44 5.95 0.57
C -6.92 7.16 -0.05
C -5.41 7.34 -0.17
O -4.74 7.57 1.06
C -4.46 6.41 1.82
H -6.67 3.54 4.02
H -7.51 4.88 3.24
H -8.24 3.27 3.24
H -8.42 3.49 1.06
H -7.12 2.61 0.23
H -7.52 4.60 -1.02
H -5.93 4.66 -0.24
H -7.18 5.94 1.55
H -7.31 8.01 0.51
H -7.34 7.23 -1.06
H -5.25 8.24 -0.76
H -4.93 6.51 -0.71
H -4.21 5.56 1.18
H -5.29 6.12 2.47
H -3.60 6.64 2.45
C -7.12 -0.09 -6.01
O -5.83 -0.49 -5.62
C -4.76 0.25 -6.19
C -4.09 1.15 -5.19
N -4.96 2.25 -4.79
C -4.49 3.03 -3.65
C -4.25 2.32 -2.33
O -5.42 1.89 -1.66
C -5.99 0.68 -2.13
H -7.81 -0.88 -5.69
H -7.43 0.85 -5.54
H -7.19 0.02 -7.09
H -5.12 0.82 -7.05
H -4.02 -0.47 -6.55
H -3.19 1.57 -5.65
H -3.77 0.53 -4.34
H -5.88 1.89 -4.60
H -5.23 3.82 -3.47
H -3.56 3.53 -3.94
H -3.79 3.05 -1.66
H -3.52 1.50 -2.43
H -5.22 -0.03 -2.43
H -6.68 0.83 -2.97
H -6.56 0.26 -1.30

***

Record 2
65
Properties=species:S:1:pos:R:3 method="wB97M-V/def2-TZVPD" lumo_energy_ev="-0.23 / 0.02" energy_ev=-75828.425 gap_ev="6.1 / 6.3" multiplicity=7 s_squared=12.68
C 1.07 -3.80 -1.64
C 1.12 -2.56 -0.97
N -0.01 -2.12 -0.28
C -1.08 -2.94 -0.16
C -1.12 -4.20 -0.74
C -0.04 -4.62 -1.53
C 2.31 -1.78 -1.02
P 2.68 -0.37 0.00
Tb 0.03 0.12 0.57
P -2.59 -0.69 0.77
C -2.26 -2.53 0.72
C 0.16 2.58 0.56
C 1.12 3.13 1.40
C 1.04 4.51 1.70
C 0.04 5.30 1.12
C -0.88 4.73 0.24
C -0.83 3.35 -0.04
O 2.29 -1.27 -5.12
O 1.43 3.29 -4.33
H 1.94 -4.09 -2.22
H -1.99 -4.82 -0.56
H -0.08 -5.58 -2.03
C 4.13 -0.83 1.01
C 3.40 0.83 -1.20
H -3.18 -3.00 0.35
H -2.09 -2.89 1.75
H 2.66 -0.88 -5.93
H 3.03 -2.08 -1.79
C -3.72 -0.56 2.19
C -3.76 -0.58 -0.63
H 1.92 2.52 1.83
H 1.76 4.95 2.39
H -0.01 6.37 1.35
H -1.65 5.34 -0.22
H -1.56 2.90 -0.72
H -1.02 0.30 -1.16
H 1.67 3.77 -3.52
H 0.47 3.33 -4.35
H 1.36 -1.43 -5.35
H -0.44 0.74 -1.41
H 5.03 -0.82 0.38
H 4.26 -0.12 1.85
H 3.98 -1.84 1.42
H 4.38 0.47 -1.53
H 2.73 0.94 -2.07
H 3.50 1.80 -0.70
H -4.68 -1.13 -0.40
H -4.00 0.48 -0.81
H -3.31 -1.00 -1.55
H -4.63 -1.16 2.01
H -3.24 -0.89 3.12
H -4.00 0.49 2.30
C -0.34 0.86 4.03
Si 0.49 -0.69 3.29
C 2.24 -0.84 3.96
C -0.46 -2.22 3.84
H 0.21 1.78 3.77
H -0.33 0.74 5.12
H -1.38 0.98 3.69
H 2.19 -1.02 5.05
H 2.77 -1.69 3.50
H 2.83 0.07 3.78
H -0.11 -2.50 4.84
H -0.26 -3.05 3.15
H -1.55 -2.06 3.88

***

Record 3
63
Properties=species:S:1:pos:R:3 method="wB97M-V/def2-TZVPD" lumo_energy_ev=-2.60 charge=+1 energy_ev=-58106.469 gap_ev=8.8
C -0.23 5.32 -1.33
C 0.02 3.88 -1.78
Cl -0.43 2.84 -0.38
C -0.76 3.43 -3.04
Cl -0.92 4.84 -4.13
C -0.07 2.29 -3.79
C 0.17 2.35 -5.17
C 0.80 1.32 -5.85
C 1.20 0.19 -5.16
C 0.94 0.08 -3.79
C 0.30 1.12 -3.12
C 1.32 -1.16 -3.08
O 0.81 -1.48 -2.04
C 2.37 -2.01 -3.70
C 3.07 -2.93 -2.94
C 4.04 -3.74 -3.54
C 4.27 -3.63 -4.90
C 3.57 -2.72 -5.68
C 2.63 -1.90 -5.07
C 1.90 -0.90 -5.89
O 1.90 -0.94 -7.09
H -1.27 5.61 -1.46
H -0.01 5.41 -0.27
H 0.43 6.00 -1.85
H 1.08 3.78 -1.98
H -1.77 3.15 -2.76
H -0.12 3.21 -5.74
H 0.97 1.40 -6.91
H 0.11 1.00 -2.07
H 2.87 -3.02 -1.88
H 4.59 -4.44 -2.94
H 5.00 -4.26 -5.38
H 3.76 -2.63 -6.74
C 0.31 -0.26 1.13
C -1.17 -0.47 1.48
C -1.66 0.22 2.75
N -1.45 -0.50 4.07
C -2.27 -1.76 4.09
C -2.26 -2.43 5.46
C -2.75 -1.49 6.55
C -1.96 -0.19 6.53
C -1.93 0.44 5.15
C 0.00 -0.80 4.27
H 0.98 -0.89 1.71
H 0.47 -0.52 0.09
H 0.60 0.78 1.27
H -1.42 -1.53 1.48
H -1.75 -0.02 0.68
H -2.74 0.37 2.69
H -1.20 1.20 2.86
H -3.28 -1.47 3.81
H -1.87 -2.42 3.33
H -2.91 -3.31 5.40
H -1.26 -2.81 5.69
H -2.67 -1.97 7.52
H -3.81 -1.27 6.39
H -0.94 -0.36 6.90
H -2.41 0.53 7.22
H -1.28 1.31 5.12
H -2.94 0.75 4.86
H 0.57 0.09 4.03
H 0.27 -1.63 3.62
H 0.18 -1.09 5.30

***

Record 4
76
Properties=species:S:1:pos:R:3 method="wB97M-V/def2-TZVPD" lumo_energy_ev="-3.68 / -3.66" de_lowest_kj_mol=87.0 charge=+1 energy_ev=-46130.042 gap_ev="5.6 / 4.7"
La 0.21 0.55 -0.52
C 1.36 0.77 2.46
C 1.46 1.90 1.57
C -0.71 1.74 2.38
C 0.06 0.74 3.02
C 0.15 2.47 1.48
C 2.49 -0.09 2.86
H 3.23 -0.24 2.06
H 2.13 -1.09 3.14
H 3.04 0.29 3.73
C -0.42 -0.15 4.11
H 0.39 -0.77 4.51
H -1.25 -0.78 3.77
H -0.81 0.48 4.92
C -2.12 2.11 2.66
H -2.20 3.06 3.20
H -2.57 1.33 3.29
H -2.70 2.21 1.72
C -0.25 3.63 0.65
H 0.09 4.58 1.08
H -1.33 3.70 0.55
H 0.16 3.59 -0.37
C 2.75 2.45 1.07
H 3.28 2.98 1.90
H 2.62 3.19 0.27
H 3.44 1.66 0.71
C 1.19 -1.31 -1.99
C 2.21 -0.77 -1.25
C 3.26 0.12 -1.88
C 2.90 1.58 -2.22
C 1.48 2.02 -1.99
C 0.45 1.50 -2.74
C 0.72 0.50 -3.82
C 0.97 -0.98 -3.43
H 3.71 -0.31 -2.80
H 3.15 1.74 -3.27
H 4.11 0.15 -1.19
H 1.82 -1.31 -4.07
H 0.67 -2.18 -1.56
H 2.38 -1.13 -0.22
H 0.14 -1.60 -3.78
H -0.14 0.47 -4.50
H -0.51 2.02 -2.83
H 1.57 0.84 -4.43
H 3.58 2.22 -1.65
H 1.43 3.03 -1.59
P 0.07 -2.96 1.05
C 0.04 -3.57 2.78
H 0.17 -4.66 2.77
H -0.92 -3.32 3.25
H 0.84 -3.11 3.38
C -0.78 -4.30 0.15
H -0.54 -5.26 0.63
H -0.45 -4.31 -0.90
H -1.86 -4.13 0.17
C 1.81 -3.52 0.72
H 2.11 -3.37 -0.32
H 1.91 -4.60 0.94
H 2.55 -2.99 1.33
P -2.89 0.54 -1.40
C -3.09 2.29 -1.89
H -3.69 2.37 -2.79
H -2.13 2.78 -2.07
H -3.56 2.87 -1.09
C -2.76 -0.37 -2.98
H -1.92 -0.04 -3.60
H -3.69 -0.28 -3.56
H -2.59 -1.43 -2.80
C -4.58 0.14 -0.83
H -5.33 0.24 -1.63
H -4.85 0.79 0.00
H -4.63 -0.88 -0.45
C -1.40 -1.61 0.99
H -1.77 -1.75 2.04
H -2.19 -2.03 0.33
H -1.49 -0.46 0.82

***

Record 5
42
Properties=species:S:1:pos:R:3 method="wB97M-V/def2-TZVPD" lumo_energy_ev="2.66 / 2.01" charge=-1 energy_ev=-79871.527 gap_ev="6.8 / 7.4" multiplicity=4 s_squared=3.78
V -0.83 -0.83 -0.21
C 3.39 -0.86 -0.25
C 1.94 -1.21 -0.26
N 0.98 -0.33 -0.10
N 1.21 0.95 0.26
C 0.17 1.34 1.00
O -0.73 0.52 1.35
C 0.16 2.77 1.40
C -1.04 3.36 1.80
C -1.06 4.70 2.15
C 0.10 5.46 2.10
C 1.29 4.87 1.70
C 1.32 3.53 1.35
C 1.41 -2.54 -0.25
C 2.12 -3.71 -0.49
C 1.48 -4.92 -0.43
C 0.12 -4.95 -0.11
C -0.53 -3.76 0.14
N 0.08 -2.57 0.09
H 3.49 0.21 -0.07
H 3.86 -1.12 -1.20
H 3.91 -1.41 0.54
H -1.94 2.76 1.82
H -1.99 5.17 2.45
H 0.08 6.51 2.36
H 2.20 5.46 1.66
H 2.23 3.05 1.03
H 3.17 -3.63 -0.75
H 2.02 -5.84 -0.63
H -0.43 -5.88 -0.07
H -1.58 -3.75 0.38
O -2.88 -1.93 -0.49
P -2.45 -1.84 -2.05
O -2.98 -2.93 -2.87
O -0.95 -1.58 -2.03
O -3.10 -0.39 -2.49
P -2.78 0.95 -1.61
O -1.17 1.17 -1.86
O -3.56 2.08 -2.13
O -2.83 0.52 -0.17
H -2.88 -0.91 -0.29
H -1.04 1.51 -2.76

***

Record 6
25
Properties=species:S:1:pos:R:3 method="wB97M-V/def2-TZVPD" lumo_energy_ev=-3.17 de_lowest_kj_mol=0.0 charge=+1 energy_ev=-13535.718 gap_ev=9.9
C 2.50 0.08 -0.74
C 1.69 1.21 -0.11
C 1.64 -1.17 -0.89
C 1.12 0.74 1.23
C 0.98 -1.54 0.43
C -1.05 -0.25 0.70
N -3.93 0.34 -0.90
N 0.24 -0.40 0.97
O -1.74 -0.94 -0.05
O -1.69 0.82 1.24
H 2.86 0.40 -1.72
H 3.37 -0.13 -0.12
H 2.31 2.09 0.05
H 0.87 1.49 -0.77
H 0.87 -1.01 -1.65
H 2.26 -2.01 -1.22
H 1.92 0.41 1.89
H 0.60 1.56 1.73
H 0.28 -2.37 0.31
H 1.73 -1.81 1.17
H -3.63 1.01 -1.61
H -4.58 -0.34 -1.31
H -4.37 0.82 -0.11
H -3.04 -0.23 -0.51
H -1.22 1.24 1.97

***

Record 7
23
Properties=species:S:1:pos:R:3 method="wB97M-V/def2-TZVPD" lumo_energy_ev=0.17 de_lowest_kj_mol=0.0 energy_ev=-109907.632 gap_ev=9.1
C -1.86 -0.84 0.20
C -3.44 0.90 0.38
C -0.89 0.12 -0.08
C -3.15 -0.46 0.39
C -1.35 1.48 -0.01
C 3.31 1.18 0.23
C 1.57 -0.29 0.96
N -2.58 1.84 0.17
N 0.36 -0.30 -0.45
O 2.01 -1.69 -1.61
O -0.45 -1.48 -2.44
O 2.14 0.88 1.04
S 0.55 -1.63 -1.43
Cl -4.45 -1.56 0.77
Br -0.06 2.78 -0.53
H -1.63 -1.85 0.15
H -4.39 1.35 0.56
H 3.15 0.78 -0.89
H 4.18 0.76 0.57
H 3.52 2.17 0.10
H 2.07 -1.13 0.64
H 0.97 -0.21 1.86
H 0.38 -2.82 -0.59

***

Record 8
23
Properties=species:S:1:pos:R:3 method="wB97M-V/def2-TZVPD" lumo_energy_ev=0.76 de_lowest_kj_mol=394.5 energy_ev=-11473.682 gap_ev=8.6
C 0.73 -0.09 -0.59
C -0.33 0.02 0.39
C -0.74 1.82 -0.17
C -1.02 2.61 1.09
C 1.28 -1.83 -0.06
N 0.43 -0.24 -1.97
N -1.47 -0.79 0.33
C 1.67 -2.27 1.14
O 1.01 -2.72 -1.06
H 0.92 -2.19 -1.87
H 1.61 0.51 -0.37
H 0.02 0.18 1.41
H -0.56 -0.32 -2.17
H 0.82 0.51 -2.53
H -1.62 -1.24 -0.57
H -1.50 -1.48 1.06
H -0.02 2.34 -0.81
H -1.63 1.66 -0.77
H 1.69 -1.61 1.99
H 1.97 -3.30 1.29
H -1.75 2.09 1.71
H -0.11 2.74 1.67
H -1.40 3.61 0.87

***

Record 9
13
Properties=species:S:1:pos:R:3 method="wB97M-V/def2-TZVPD" smiles="O[C@H]1C=CN=C1.[H][H]" lumo_energy_ev=0.38 de_lowest_kj_mol=277.6 energy_ev=-7796.767 gap_ev=9.8
O 1.88 0.51 0.11
C 0.73 0.33 -0.68
C 0.05 -1.01 -0.68
C -1.26 -0.79 -0.50
N -1.57 0.60 -0.30
C -0.45 1.22 -0.36
H 1.64 0.31 1.03
H 1.05 0.56 -1.71
H 0.55 -1.96 -0.83
H -2.08 -1.50 -0.48
H -0.38 2.30 -0.25
H 0.11 -0.60 2.41
H -0.26 0.02 2.24

***

Please write out number 2 again, unchanged.
65
Properties=species:S:1:pos:R:3 method="wB97M-V/def2-TZVPD" lumo_energy_ev="-0.23 / 0.02" energy_ev=-75828.425 gap_ev="6.1 / 6.3" multiplicity=7 s_squared=12.68
C 1.07 -3.80 -1.64
C 1.12 -2.56 -0.97
N -0.01 -2.12 -0.28
C -1.08 -2.94 -0.16
C -1.12 -4.20 -0.74
C -0.04 -4.62 -1.53
C 2.31 -1.78 -1.02
P 2.68 -0.37 0.00
Tb 0.03 0.12 0.57
P -2.59 -0.69 0.77
C -2.26 -2.53 0.72
C 0.16 2.58 0.56
C 1.12 3.13 1.40
C 1.04 4.51 1.70
C 0.04 5.30 1.12
C -0.88 4.73 0.24
C -0.83 3.35 -0.04
O 2.29 -1.27 -5.12
O 1.43 3.29 -4.33
H 1.94 -4.09 -2.22
H -1.99 -4.82 -0.56
H -0.08 -5.58 -2.03
C 4.13 -0.83 1.01
C 3.40 0.83 -1.20
H -3.18 -3.00 0.35
H -2.09 -2.89 1.75
H 2.66 -0.88 -5.93
H 3.03 -2.08 -1.79
C -3.72 -0.56 2.19
C -3.76 -0.58 -0.63
H 1.92 2.52 1.83
H 1.76 4.95 2.39
H -0.01 6.37 1.35
H -1.65 5.34 -0.22
H -1.56 2.90 -0.72
H -1.02 0.30 -1.16
H 1.67 3.77 -3.52
H 0.47 3.33 -4.35
H 1.36 -1.43 -5.35
H -0.44 0.74 -1.41
H 5.03 -0.82 0.38
H 4.26 -0.12 1.85
H 3.98 -1.84 1.42
H 4.38 0.47 -1.53
H 2.73 0.94 -2.07
H 3.50 1.80 -0.70
H -4.68 -1.13 -0.40
H -4.00 0.48 -0.81
H -3.31 -1.00 -1.55
H -4.63 -1.16 2.01
H -3.24 -0.89 3.12
H -4.00 0.49 2.30
C -0.34 0.86 4.03
Si 0.49 -0.69 3.29
C 2.24 -0.84 3.96
C -0.46 -2.22 3.84
H 0.21 1.78 3.77
H -0.33 0.74 5.12
H -1.38 0.98 3.69
H 2.19 -1.02 5.05
H 2.77 -1.69 3.50
H 2.83 0.07 3.78
H -0.11 -2.50 4.84
H -0.26 -3.05 3.15
H -1.55 -2.06 3.88

***

What did the seventh record say?
23
Properties=species:S:1:pos:R:3 method="wB97M-V/def2-TZVPD" lumo_energy_ev=0.17 de_lowest_kj_mol=0.0 energy_ev=-109907.632 gap_ev=9.1
C -1.86 -0.84 0.20
C -3.44 0.90 0.38
C -0.89 0.12 -0.08
C -3.15 -0.46 0.39
C -1.35 1.48 -0.01
C 3.31 1.18 0.23
C 1.57 -0.29 0.96
N -2.58 1.84 0.17
N 0.36 -0.30 -0.45
O 2.01 -1.69 -1.61
O -0.45 -1.48 -2.44
O 2.14 0.88 1.04
S 0.55 -1.63 -1.43
Cl -4.45 -1.56 0.77
Br -0.06 2.78 -0.53
H -1.63 -1.85 0.15
H -4.39 1.35 0.56
H 3.15 0.78 -0.89
H 4.18 0.76 0.57
H 3.52 2.17 0.10
H 2.07 -1.13 0.64
H 0.97 -0.21 1.86
H 0.38 -2.82 -0.59